(1)
Computed, not measured: a cluster of 4 separate species, C23H20FNO16 in total, with ωB97M-V/def2-TZVPD.

Cartesian coordinates (Å):
O (-0.67616, 3.04028, 0.86647)
C (-0.45528, 4.23007, 1.00044)
C (0.45815, 4.76893, 1.98861)
C (0.63812, 6.09114, 2.08421)
O (1.45546, 6.66603, 2.95489)
C (-0.08964, 7.05461, 1.18169)
O (0.12505, 8.24079, 1.34905)
C (-0.99307, 6.51919, 0.18033)
C (-1.17225, 5.19312, 0.09163)
O (-1.99153, 4.62263, -0.77960)
H (0.97347, 4.06747, 2.62754)
H (1.38290, 7.62776, 2.79872)
H (-1.50566, 7.21812, -0.46493)
H (-1.96735, 3.66171, -0.60511)
O (2.12075, 2.43942, 0.89442)
C (2.68417, 1.39667, 1.15976)
C (3.97252, 0.99034, 0.63431)
C (4.49256, -0.18171, 1.02023)
O (5.66746, -0.63496, 0.60679)
C (3.77470, -1.10189, 1.97498)
O (4.32549, -2.16013, 2.24427)
C (2.49037, -0.69971, 2.49966)
C (1.96237, 0.47285, 2.11305)
O (0.77112, 0.89715, 2.49557)
H (4.48080, 1.65934, -0.04526)
H (5.79748, -1.49880, 1.04337)
H (1.98347, -1.37287, 3.17648)
H (0.56740, 1.71820, 1.99294)
O (1.38629, -7.47279, -2.14128)
C (1.72523, -6.35997, -1.78384)
C (2.59983, -6.08668, -0.66323)
C (2.89323, -4.81422, -0.35492)
O (3.68271, -4.45883, 0.64149)
C (2.33508, -3.64931, -1.13891)
O (2.64305, -2.52952, -0.76761)
C (1.47851, -3.92384, -2.27429)
C (1.18931, -5.19609, -2.58215)
O (0.41662, -5.54723, -3.59742)
H (2.99224, -6.92592, -0.10716)
H (3.70673, -3.48149, 0.64777)
H (1.09740, -3.08639, -2.84024)
H (0.37700, -6.52432, -3.58175)
C (-1.45043, -1.71406, -0.95553)
C (-1.78348, -0.77821, 0.20237)
N (-2.01532, 0.61582, -0.17193)
O (-3.39647, 1.01015, -0.11156)
C (-4.07371, 0.69652, -1.24792)
O (-4.26873, 1.47225, -2.14292)
O (-4.49066, -0.59633, -1.24834)
C (-5.79545, -0.81580, -1.76611)
C (-6.86123, -0.69213, -0.71073)
O (-7.87868, -1.30253, -0.71847)
F (-6.57134, 0.20237, 0.24126)
H (-0.80102, -1.21428, -1.67689)
H (-0.94255, -2.59763, -0.57127)
H (-2.34218, -2.05270, -1.48286)
H (-0.94425, -0.78598, 0.90145)
H (-2.65438, -1.13571, 0.74877)
H (-1.66478, 0.81559, -1.10346)
H (-6.01593, -0.15318, -2.60372)
H (-5.84548, -1.84323, -2.12305)

Calculated values
LUMO level, eV: -1.612
Structure (SMILES): O=C1C=C(O)C(=O)C=C1O.O=C1C=C(O)C(=O)C=C1O.O=C1C=C(O)C(=O)C=C1O.CCNOC(=O)OCC(=O)F
Orbital gap, Eh: 0.295
Maximum force, eV/A: 0.8
Net charge: 0

---

(2)
Computed, not measured: a structure of composition C23H20N2O5PTl, with ωB97M-V/def2-TZVPD.

Cartesian coordinates (Å):
Tl (0.69323, -3.31652, -0.69109)
N (3.19134, -2.13886, -0.47301)
C (3.27128, -1.48809, 0.83047)
C (2.34245, -2.02507, 1.92608)
O (2.62172, -1.67387, 3.09573)
N (1.30053, -2.74938, 1.54424)
C (0.40894, -3.14379, 2.61715)
C (-0.79608, -4.00040, 2.18935)
O (-1.52867, -4.41504, 3.10346)
O (-0.98507, -4.18291, 0.94224)
H (3.95159, -2.78308, -0.63041)
H (3.14718, -1.44830, -1.21927)
H (2.99670, -0.43952, 0.69606)
H (4.28122, -1.48734, 1.25167)
H (-0.00841, -2.26385, 3.12680)
H (0.94072, -3.69023, 3.40193)
O (2.60454, 1.01334, -3.95566)
C (1.81870, 0.70611, -3.04384)
O (2.07432, 0.17429, -1.93133)
C (0.32666, 0.97507, -3.27475)
C (-0.07056, 1.48814, -4.50469)
C (-1.40716, 1.70936, -4.79347)
C (-2.36437, 1.40781, -3.83467)
C (-1.97739, 0.90721, -2.60009)
C (-0.63033, 0.69203, -2.28855)
P (-0.13300, -0.07464, -0.68273)
C (0.66737, 1.28399, 0.26401)
C (0.93551, 1.02477, 1.60787)
C (1.53424, 1.98501, 2.41012)
C (1.86461, 3.22517, 1.88091)
C (1.60087, 3.49150, 0.54334)
C (1.01100, 2.52559, -0.26108)
C (-1.74160, 0.00615, 0.25473)
C (-2.28747, -1.20238, 0.67591)
C (-3.44278, -1.23435, 1.45460)
C (-4.06991, -0.05200, 1.80852)
C (-3.53750, 1.16623, 1.39026)
C (-2.38143, 1.19203, 0.62889)
H (0.71507, 1.69366, -5.22082)
H (-1.70231, 2.10513, -5.75935)
H (-3.41785, 1.56088, -4.04248)
H (-2.74102, 0.67829, -1.87033)
H (0.69473, 0.05506, 2.03242)
H (1.75623, 1.74440, 3.44264)
H (2.33676, 3.97678, 2.50352)
H (1.86838, 4.45209, 0.11734)
H (0.83115, 2.73524, -1.30772)
H (-1.80419, -2.14206, 0.42948)
H (-3.81910, -2.19112, 1.79564)
H (-4.96427, -0.07119, 2.42140)
H (-4.01824, 2.09570, 1.67485)
H (-1.95832, 2.14293, 0.32372)

Calculated values
LUMO level, eV: 4.578
Orbital gap, Eh: 0.243
Energy above the lowest of the compared OMol25 structures with the same formula, charge and spin, kcal per mole: 0.0
Maximum force, eV/A: 0.2
Net charge: -2

---

(3)
Computed, not measured: a structure of composition C23H20N2O5S at a distorted geometry, with ωB97M-V/def2-TZVPD.

Cartesian coordinates (Å):
O (-5.61111, -5.17326, 0.96643)
C (-4.62926, -4.83284, 0.57357)
O (-3.78341, -5.65755, -0.24398)
H (-4.20033, -6.35487, -0.37972)
C (-4.08518, -3.26927, 0.89951)
C (-2.62287, -3.00472, 0.57458)
C (-2.04675, -1.76624, 1.04573)
C (-2.90153, -0.92077, 1.51923)
C (-4.12819, -1.27569, 1.96373)
C (-4.72453, -2.55267, 1.72615)
H (-5.49953, -2.96492, 1.92113)
H (-4.62970, -0.60529, 2.52504)
H (-2.62251, 0.13759, 1.93204)
N (-0.80800, -1.49297, 0.42845)
C (0.00662, -1.96402, -0.44823)
O (-0.01682, -3.09716, -0.76372)
C (1.22053, -1.17337, -0.42423)
C (1.85223, -0.32327, 0.47737)
C (2.90197, 0.26414, -0.01937)
C (3.72869, 0.13857, -1.03446)
C (3.14735, -0.63860, -2.10372)
C (2.18994, -1.45852, -1.70071)
H (1.67412, -2.20814, -2.49883)
H (3.82352, -0.93033, -2.84895)
H (4.53037, 0.74757, -1.56331)
S (3.49438, 1.53978, 1.24695)
O (3.09405, 1.32137, 2.70004)
O (4.96493, 1.73187, 0.83122)
N (2.81640, 3.05065, 1.04180)
C (2.56547, 3.29183, -0.38599)
C (1.40013, 2.57751, -1.15998)
C (1.29625, 2.38424, -2.49184)
C (0.24333, 1.59925, -2.94614)
C (-0.90266, 1.46069, -2.07995)
C (-0.82511, 1.75920, -0.75685)
C (0.37265, 2.15675, -0.32278)
C (0.20698, 2.67453, 1.09799)
C (1.67985, 3.23152, 1.91448)
H (1.46669, 4.41360, 1.62188)
H (1.97633, 3.05060, 2.74122)
H (0.17322, 1.61288, 1.96600)
H (-0.34347, 3.16738, 1.64005)
H (-1.61019, 1.55947, -0.12938)
H (-1.73420, 0.96953, -2.44504)
H (0.30843, 1.44545, -4.08716)
H (2.02754, 2.48253, -2.99049)
H (2.39092, 4.40581, -0.48145)
H (3.34027, 2.99712, -0.84474)
H (1.36945, -0.26863, 1.22957)
H (-0.45486, -0.45692, 0.75466)
H (-2.08238, -3.78140, -0.18782)

Calculated values
LUMO level, eV: -0.561
Orbital gap, Eh: 0.311
Energy above the lowest of the compared OMol25 structures with the same formula, charge and spin, kcal per mole: 449.2
Maximum force, eV/A: 17.6
Net charge: 0

---

(4)
Computed, not measured: the molecule C23H20N2O6, with ωB97M-V/def2-TZVPD.

Cartesian coordinates (Å):
C (-1.93561, 2.69859, 3.05727)
O (-1.04151, 2.53378, 1.98206)
C (-0.61977, 3.64384, 1.30332)
C (-0.91475, 4.94716, 1.68716)
C (-0.43244, 6.00386, 0.93706)
C (0.34725, 5.79563, -0.18363)
C (0.64502, 4.49509, -0.58402)
O (1.42651, 4.17664, -1.63824)
C (1.89433, 5.20393, -2.47832)
C (0.15146, 3.41209, 0.15872)
C (0.39116, 2.02373, -0.35715)
O (0.12259, 1.69273, -1.48742)
N (0.93656, 1.19753, 0.58791)
C (1.24367, -0.15505, 0.46943)
C (1.44407, -0.88970, 1.63812)
C (1.76095, -2.23275, 1.57666)
C (1.86668, -2.86989, 0.35357)
C (1.66942, -2.14142, -0.81536)
C (1.83363, -2.80983, -2.13849)
O (2.63600, -2.45330, -2.97283)
N (1.06822, -3.92714, -2.35241)
C (0.00718, -4.43357, -1.60288)
C (-0.21846, -5.81064, -1.59717)
C (-1.25559, -6.35118, -0.85803)
C (-2.08022, -5.53123, -0.11140)
C (-1.87757, -4.15312, -0.13398)
C (-2.78079, -3.28630, 0.65535)
O (-3.72250, -3.67974, 1.29859)
O (-2.45017, -1.98754, 0.60181)
C (-0.85029, -3.60206, -0.89009)
C (1.38107, -0.78538, -0.76400)
H (-2.17519, 1.69097, 3.39387)
H (-2.85352, 3.20365, 2.74342)
H (-1.47700, 3.25379, 3.88197)
H (-1.51528, 5.14818, 2.55874)
H (-0.66745, 7.01370, 1.23819)
H (0.71308, 6.64314, -0.73920)
H (2.56952, 5.88286, -1.94647)
H (2.44211, 4.70075, -3.27310)
H (1.06892, 5.77516, -2.91375)
H (0.97669, 1.56228, 1.52912)
H (1.34998, -0.39906, 2.59689)
H (1.92071, -2.78847, 2.48860)
H (2.11107, -3.92050, 0.30549)
H (1.33556, -4.45974, -3.17208)
H (0.42903, -6.45580, -2.17378)
H (-1.41379, -7.41898, -0.86206)
H (-2.88704, -5.93123, 0.48210)
H (-3.08050, -1.46506, 1.12096)
H (-0.73523, -2.53224, -0.92516)
H (1.24221, -0.22813, -1.67537)

Calculated values
LUMO level, eV: 0.380
Structure (SMILES): COc1cccc(OC)c1C(=O)Nc1cccc(C(=O)Nc2cccc(C(=O)O)c2)c1
Orbital gap, Eh: 0.323
Energy above the lowest of the compared OMol25 structures with the same formula, charge and spin, kcal per mole: 10.7
Maximum force, eV/A: 0.7
Net charge: 0

---

no.,calculated total energy (a.u.)
1,-2246.846356
2,-1888.159577
3,-1771.724204
4,-1449.458206